Record 1
The following is a DFT calculation (ωB97M-V with the def2-TZVPD basis set) of a structure of composition C35H53MnNO2P3.

CARTESIAN COORDINATES (ANGSTROEM)
Mn: -0.316 0.814 -1.665
P: -0.059 -1.201 -2.753
P: 0.084 2.989 -0.959
N: 1.213 1.433 -3.216
C: 1.539 -0.977 -3.662
H: 2.230 -1.783 -3.381
H: 1.338 -1.083 -4.738
C: 2.219 0.365 -3.403
H: 2.841 0.336 -2.494
H: 2.878 0.638 -4.243
C: 1.832 2.808 -3.136
H: 1.293 3.477 -3.831
H: 2.876 2.746 -3.477
C: 1.765 3.303 -1.704
H: 2.022 4.370 -1.650
H: 2.491 2.752 -1.081
C: 0.316 3.685 0.758
C: 0.725 2.511 1.639
H: 1.722 2.123 1.394
H: 0.015 1.692 1.496
H: 0.697 2.770 2.706
C: -0.953 4.237 -1.834
C: -2.436 4.077 -1.448
H: -3.051 4.209 -2.350
H: -2.739 4.835 -0.714
H: -2.677 3.079 -1.046
C: -1.365 -1.601 -4.020
C: -2.657 -2.174 -3.412
H: -3.469 -2.048 -4.145
H: -2.972 -1.662 -2.492
H: -2.573 -3.252 -3.213
C: 0.222 -2.771 -1.792
C: -0.962 -3.040 -0.867
H: -0.654 -3.729 -0.070
H: -1.808 -3.504 -1.388
H: -1.307 -2.118 -0.388
C: -1.992 0.654 -1.095
C: -0.398 5.661 -1.647
H: 0.438 5.730 -0.936
H: -0.031 6.042 -2.611
H: -1.190 6.340 -1.306
C: -0.864 -2.450 -5.206
H: -1.628 -3.185 -5.496
H: -0.694 -1.807 -6.080
H: 0.069 -2.996 -5.004
C: 0.541 -4.035 -2.592
H: 0.765 -4.850 -1.886
H: -0.319 -4.361 -3.196
H: 1.416 -3.925 -3.241
C: -0.862 4.434 1.394
H: -1.788 3.839 1.378
H: -0.621 4.615 2.453
H: -1.056 5.410 0.929
H: 1.165 4.384 0.665
H: 1.100 -2.513 -1.171
H: -0.854 3.958 -2.900
H: -1.612 -0.594 -4.401
O: -2.956 0.403 -0.463
H: 0.577 1.442 -4.022
H: -1.249 1.341 -2.858
O: 0.192 -0.471 0.764
P: 0.413 -1.052 2.153
C: -0.338 -0.015 3.430
C: 0.144 0.000 4.744
C: -0.601 0.628 5.747
C: -1.846 1.191 5.453
C: -2.336 1.162 4.141
C: -1.576 0.579 3.129
C: -0.505 -2.588 2.388
C: 0.029 -3.732 2.998
C: -0.823 -4.776 3.378
C: -2.201 -4.674 3.167
C: -2.733 -3.546 2.534
C: -1.886 -2.517 2.134
C: 2.159 -1.213 2.460
C: 2.828 -2.353 1.982
C: 4.149 -2.590 2.367
C: 4.819 -1.664 3.176
C: 4.201 -0.457 3.527
C: 2.876 -0.217 3.143
H: 1.095 -0.476 4.985
H: -0.211 0.655 6.764
H: -2.451 1.635 6.247
H: -3.313 1.580 3.896
H: -1.951 0.577 2.100
H: 1.099 -3.808 3.185
H: -0.409 -5.661 3.865
H: -2.871 -5.464 3.511
H: -3.804 -3.452 2.355
H: -2.306 -1.645 1.620
H: 2.304 -3.067 1.343
H: 4.640 -3.519 2.068
H: 5.812 -1.900 3.569
H: 4.727 0.280 4.135
H: 2.396 0.723 3.415

As for the HOMO-LUMO gap (spin up / spin down): 6.886 / 8.130 eV. As for the expectation value of S²: 8.77. The energy above the lowest of the compared OMol25 structures with the same formula, charge and spin is 0.6081 eV. The multiplicity is 6. As for the charge: +1.

---

Record 2
The following is a DFT calculation (ωB97M-V with the def2-TZVPD basis set) of an isolated molecule of C23H23N3O5.

CARTESIAN COORDINATES (ANGSTROEM)
C: -1.353 -3.105 -1.108
H: -0.649 -2.788 -0.333
H: -1.255 -4.179 -1.267
H: -1.123 -2.581 -2.042
O: -2.691 -2.910 -0.717
C: -3.108 -1.639 -0.405
C: -2.249 -0.547 -0.446
C: -2.688 0.723 -0.097
C: -4.017 0.912 0.273
C: -4.890 -0.158 0.311
C: -4.447 -1.458 -0.024
O: -5.419 -2.403 0.079
C: -5.221 -3.718 -0.385
H: -6.188 -4.207 -0.261
H: -4.938 -3.738 -1.440
H: -4.467 -4.248 0.200
O: -6.203 -0.077 0.660
C: -6.722 1.189 0.988
H: -7.774 1.023 1.214
H: -6.225 1.614 1.866
H: -6.636 1.890 0.151
H: -4.330 1.912 0.522
C: -1.819 1.929 -0.114
O: -2.278 3.056 -0.140
N: -0.480 1.646 -0.068
C: 0.606 2.494 -0.146
C: 0.466 3.865 -0.371
C: 1.576 4.674 -0.493
C: 2.851 4.135 -0.403
C: 3.005 2.787 -0.154
C: 1.901 1.948 0.002
C: 2.086 0.506 0.296
O: 1.283 -0.366 -0.032
N: 3.197 0.195 0.997
H: 3.827 0.925 1.286
C: 3.583 -1.167 1.285
C: 4.900 -1.521 0.650
C: 5.863 -2.255 1.330
C: 7.058 -2.553 0.696
C: 7.247 -2.094 -0.599
N: 6.339 -1.393 -1.256
C: 5.200 -1.120 -0.650
H: 4.484 -0.551 -1.230
H: 8.163 -2.293 -1.138
H: 7.825 -3.123 1.196
H: 5.678 -2.591 2.341
H: 3.633 -1.321 2.369
H: 2.786 -1.801 0.878
H: 4.005 2.375 -0.120
H: 3.721 4.762 -0.529
H: 1.448 5.730 -0.676
H: -0.526 4.274 -0.459
H: -0.210 0.667 -0.004
H: -1.237 -0.704 -0.777

As for the HOMO-LUMO gap: 8.286 eV. The energy above the lowest of the compared OMol25 structures with the same formula, charge and spin is 3.5851 eV. As for the SMILES: COc1cc(C(=O)Nc2ccccc2C(=O)NCc2cccnc2)cc(OC)c1OC. The multiplicity is 1. As for the charge: 0.

---

Record 3
The following is a DFT calculation (ωB97M-V with the def2-TZVPD basis set) of a cluster of 6 separate species, C37H71N6O3PS in total.

CARTESIAN COORDINATES (ANGSTROEM)
C: 0.358 -3.395 3.892
C: 0.236 -2.531 5.310
C: 1.671 -1.953 5.856
C: 2.646 -1.316 4.698
C: 1.954 -0.147 3.779
C: 0.971 0.883 4.599
C: 0.074 1.779 3.508
C: -0.979 0.715 2.761
C: -2.339 1.429 2.258
P: -3.853 0.290 1.963
C: -2.819 -1.247 1.575
C: -3.543 -2.510 0.839
C: -4.219 -3.621 1.890
S: -5.449 -4.717 0.981
C: -4.043 -0.136 3.843
C: -5.148 0.832 4.599
O: -4.869 2.165 4.625
N: -6.400 0.399 5.307
C: -7.672 0.820 4.612
C: -6.399 -1.042 5.745
C: -5.532 -0.539 1.590
O: -6.008 -0.411 0.319
O: -6.404 -1.267 2.518
H: 1.187 -4.222 3.925
H: 0.443 -2.689 2.949
H: -0.698 -3.940 3.779
H: -0.584 -1.716 5.114
H: -0.182 -3.268 6.148
H: 2.305 -2.814 6.388
H: 1.494 -1.114 6.686
H: 3.669 -0.927 5.171
H: 2.971 -2.183 3.951
H: 2.838 0.503 3.314
H: 1.439 -0.687 2.869
H: 0.157 0.330 5.273
H: 1.569 1.591 5.351
H: -0.507 2.630 4.088
H: 0.791 2.235 2.699
H: -1.090 -0.178 3.507
H: -0.386 0.353 1.791
H: -2.637 2.249 3.073
H: -2.144 2.057 1.262
H: -4.644 1.525 2.107
H: -3.758 0.647 0.540
H: -1.982 -0.909 0.790
H: -2.331 -1.699 2.568
H: -2.635 -3.133 0.365
H: -4.219 -2.265 -0.081
H: -3.334 -4.346 2.230
H: -4.625 -3.136 2.874
H: -5.985 -3.936 -0.061
H: -4.261 -1.301 3.987
H: -3.036 0.037 4.461
H: -8.605 0.126 4.849
H: -7.532 1.006 3.447
H: -7.959 1.888 5.059
H: -5.317 -1.476 5.935
H: -6.955 -1.085 6.799
H: -7.013 -1.746 5.031
C: -0.197 1.173 -3.290
C: -1.415 1.085 -2.376
C: -1.876 2.452 -1.866
C: -0.761 3.103 -1.063
N: 0.163 3.643 -0.398
H: 0.673 1.580 -2.766
H: 0.079 0.178 -3.653
H: -0.404 1.808 -4.159
H: -1.175 0.433 -1.528
H: -2.237 0.611 -2.924
H: -2.758 2.336 -1.227
H: -2.146 3.104 -2.703
C: 5.667 3.287 -0.413
C: 4.694 3.118 -1.576
C: 3.242 2.965 -1.119
C: 3.107 1.732 -0.240
N: 2.996 0.709 0.489
H: 5.674 2.408 0.239
H: 6.687 3.421 -0.788
H: 5.407 4.164 0.191
H: 4.993 2.241 -2.164
H: 4.772 3.990 -2.235
H: 2.584 2.860 -1.988
H: 2.921 3.847 -0.554
C: -0.154 -5.778 -0.823
C: 1.303 -5.424 -1.104
C: 1.611 -3.944 -0.874
C: 0.758 -3.092 -1.800
N: 0.051 -2.385 -2.568
H: -0.836 -5.247 -1.495
H: -0.321 -6.849 -0.973
H: -0.426 -5.531 0.209
H: 1.541 -5.697 -2.139
H: 1.946 -6.029 -0.455
H: 2.669 -3.744 -1.074
H: 1.404 -3.665 0.165
C: 4.855 -1.431 -5.804
C: 3.808 -1.254 -4.709
C: 3.197 0.149 -4.690
C: 4.286 1.180 -4.439
N: 5.188 2.035 -4.231
H: 5.708 -0.760 -5.660
H: 5.243 -2.454 -5.797
H: 4.425 -1.235 -6.793
H: 4.271 -1.471 -3.738
H: 3.011 -1.990 -4.857
H: 2.445 0.220 -3.898
H: 2.707 0.367 -5.645
C: 4.767 4.966 -7.401
C: 3.794 4.797 -8.563
C: 2.342 4.644 -8.106
C: 2.207 3.411 -7.228
N: 2.096 2.388 -6.499
H: 4.774 4.087 -6.749
H: 5.787 5.101 -7.776
H: 4.507 5.843 -6.796
H: 4.093 3.921 -9.152
H: 3.872 5.669 -9.222
H: 1.684 4.540 -8.975
H: 2.021 5.526 -7.541

As for the HOMO-LUMO gap: 3.117 eV. The multiplicity is 1. As for the charge: -2.

---

Record 4
The following is a DFT calculation (ωB97M-V with the def2-TZVPD basis set) of a cluster of 2 separate species, CH4F2N2O in total.

CARTESIAN COORDINATES (ANGSTROEM)
C: -2.149 0.007 -0.253
N: 2.005 -0.792 -0.170
N: 2.087 0.336 0.312
O: 1.156 1.120 0.327
F: -3.359 0.621 -0.027
F: -2.025 -1.149 0.438
H: -1.473 0.811 -0.090
H: -2.003 -0.166 -1.396
H: 2.811 -1.395 -0.016
H: 2.948 0.607 0.876

As for the HOMO-LUMO gap: 11.207 eV. The energy above the lowest of the compared OMol25 structures with the same formula, charge and spin is 0.2617 eV. As for the SMILES: [H]/N=[NH+]/[O-].FCF. The multiplicity is 1. As for the charge: 0.

---

Record 5
The following is a DFT calculation (ωB97M-V with the def2-TZVPD basis set) of a cluster of 3 separate species, C20H35F8NO4 in total.

CARTESIAN COORDINATES (ANGSTROEM)
C: 5.782 0.345 1.202
C: 5.469 -1.211 1.532
O: 4.089 -1.436 1.155
C: 3.977 -2.551 0.222
C: 2.436 -2.983 0.257
C: 1.521 -2.110 -0.759
C: 0.019 -2.242 -0.237
C: -0.880 -0.932 -0.442
C: -1.068 -0.033 0.858
C: -2.116 -0.409 1.975
F: -3.389 0.029 1.498
F: -1.903 0.251 3.212
C: -2.333 -1.938 2.330
F: -2.645 -2.763 1.223
F: -3.532 -1.969 3.101
C: -1.234 -2.632 3.249
F: -0.081 -1.907 3.465
F: -0.835 -3.904 2.783
F: -1.786 -2.882 4.523
C: 0.397 0.488 1.205
O: 1.144 0.387 2.173
N: 0.889 1.336 0.106
C: -0.336 2.104 -0.356
C: -1.638 1.409 0.340
F: -1.894 2.399 1.365
H: 4.791 0.838 0.936
H: 6.533 0.421 0.353
H: 6.177 0.797 2.170
H: 5.602 -1.443 2.635
H: 6.166 -1.908 0.955
H: 4.590 -3.439 0.575
H: 4.217 -2.246 -0.845
H: 2.255 -4.095 0.134
H: 2.063 -2.704 1.308
H: 1.928 -1.055 -0.795
H: 1.618 -2.589 -1.790
H: -0.018 -2.619 0.829
H: -0.472 -3.063 -0.873
H: -1.929 -1.312 -0.722
H: -0.493 -0.395 -1.357
H: 1.149 0.880 -0.778
H: -0.187 3.090 0.199
H: -0.410 2.367 -1.456
H: -2.359 1.373 -0.539
C: 1.840 0.673 -5.086
C: 2.087 -0.642 -4.362
C: 1.959 -1.826 -5.307
O: 1.149 -0.781 -3.295
H: 0.828 0.705 -5.501
H: 1.925 1.514 -4.393
H: 2.556 0.817 -5.899
H: 3.086 -0.634 -3.917
H: 0.951 -1.880 -5.730
H: 2.128 -2.764 -4.772
H: 2.678 -1.757 -6.127
H: 0.262 -0.790 -3.679
C: -5.510 5.021 2.491
C: -5.393 4.146 1.253
C: -5.346 2.671 1.620
O: -4.209 4.493 0.536
H: -4.647 4.883 3.150
H: -5.531 6.077 2.214
H: -6.418 4.789 3.054
H: -6.241 4.333 0.589
H: -4.476 2.454 2.248
H: -5.249 2.056 0.722
H: -6.248 2.368 2.157
H: -3.453 4.330 1.115

As for the HOMO-LUMO gap: 9.818 eV. The energy above the lowest of the compared OMol25 structures with the same formula, charge and spin is 3.3889 eV. As for the SMILES: CCOCCCCC[C@@]1(C(F)(F)C(F)(F)C(F)(F)F)C(=O)NC[C@@H]1F.CC(C)O.CC(C)O. The multiplicity is 1. As for the charge: 0.

---

Record 6
The following is a DFT calculation (ωB97M-V with the def2-TZVPD basis set) of a structure of composition C3H3P3.

CARTESIAN COORDINATES (ANGSTROEM)
C: 0.487 1.118 0.249
C: 1.000 -0.620 -1.496
C: -0.161 -0.064 0.565
P: 1.397 1.031 -1.196
P: 0.086 -1.483 -0.321
P: -2.012 0.085 2.061
H: 0.377 2.171 0.677
H: 1.230 -1.084 -2.445
H: -2.403 -1.154 1.905

As for the HOMO-LUMO gap (spin up / spin down): 7.322 / 6.213 eV. The energy above the lowest of the compared OMol25 structures with the same formula, charge and spin is 2.8973 eV. The multiplicity is 1. As for the charge: 0.